111
Properties=species:S:1:pos:R:3:forces:R:3 method="wB97M-V/def2-TZVPD" homo_lumo_gap_ev="6.83 / 6.61" e_lumo_ev="-5.153 / -5.370" spin_multiplicity=2 de_lowest_kj_mol=4.8 total_charge=+2 fmax_ha_per_bohr=0.006 total_energy_ev=-91637.2427
Au -0.062013 -2.479038 0.339299 0.105 -0.267 0.090
N 2.890185 -2.396702 -2.102921 -0.017 -0.019 0.053
C 2.014809 -1.460034 -1.883207 0.024 0.008 -0.034
N 1.789244 -1.574504 0.504159 0.052 0.058 -0.184
C 0.785215 0.231485 -0.700583 0.020 -0.037 -0.079
C 0.144742 0.160155 -1.856873 -0.033 0.030 0.003
S 0.790979 -1.027022 -2.985489 0.046 -0.007 0.019
C -0.518538 0.521299 1.351589 -0.085 -0.075 0.035
C -0.198830 -0.369974 2.283400 -0.035 -0.078 0.106
S -1.411951 -0.754299 3.443503 -0.038 -0.006 -0.028
C -2.489271 0.375015 2.747696 0.113 -0.016 -0.031
N -1.836342 1.193106 1.653879 0.113 0.204 0.139
N -3.829092 0.475871 2.982620 -0.040 0.097 -0.058
H 3.540190 -2.653798 -1.359377 -0.013 0.006 -0.011
H 2.856299 -2.981761 -2.925974 0.014 0.005 -0.007
H -0.731378 0.700608 -2.163627 0.057 -0.035 0.017
H 0.767867 -0.851320 2.323100 -0.015 0.071 0.039
H -4.360833 -0.380362 2.906061 -0.009 0.024 0.043
H -4.146478 1.064963 3.741712 0.020 0.006 0.007
C 4.536810 3.526481 -1.077209 -0.005 -0.009 -0.005
C 4.822801 2.161562 -0.431731 0.002 0.009 0.006
C 5.543763 2.358713 0.911582 0.005 0.001 -0.003
C 5.760667 1.387985 -1.357872 0.004 -0.011 0.006
C 3.491587 1.438287 -0.188510 0.003 -0.022 0.049
C 2.553004 2.176925 0.659743 0.011 0.006 -0.016
C 1.261586 1.985405 0.922888 -0.045 -0.001 -0.022
N 0.362045 1.044278 0.385847 0.022 0.109 0.099
C 2.031401 -0.646588 -0.588033 -0.057 -0.098 0.078
C 3.281291 0.213323 -0.685181 -0.016 0.021 -0.057
C 2.772305 -2.404750 1.041366 0.084 0.018 -0.049
C 4.153151 -2.279884 0.845641 -0.044 -0.016 -0.004
C 5.033780 -3.197443 1.420318 0.008 -0.007 0.027
C 4.486832 -4.201527 2.208064 0.008 -0.004 -0.051
C 3.110973 -4.231480 2.376779 -0.025 0.007 0.022
N 2.267306 -3.378928 1.810676 0.002 0.030 0.032
C 6.533050 -3.042095 1.188597 0.002 0.022 0.027
C 7.325040 -4.221407 1.753046 0.003 0.005 0.011
C 6.819994 -2.942158 -0.316046 -0.010 -0.023 -0.019
C 6.995570 -1.752553 1.883086 0.009 -0.010 -0.022
H 5.478045 4.032755 -1.293546 -0.001 0.005 0.006
H 3.955431 4.181475 -0.428350 -0.018 -0.006 0.009
H 3.993947 3.406134 -2.017191 0.007 0.000 -0.004
H 6.486043 2.882460 0.746084 -0.001 -0.004 -0.004
H 5.768115 1.397249 1.376694 -0.005 -0.003 0.009
H 4.964133 2.949939 1.620127 0.024 0.006 -0.001
H 6.669008 1.970567 -1.510132 -0.002 0.000 -0.005
H 5.313897 1.212235 -2.338792 0.013 0.005 -0.005
H 6.065184 0.429889 -0.929097 -0.010 -0.003 0.006
H 2.972627 3.022272 1.186695 -0.006 0.010 -0.020
H 0.789630 2.633933 1.653666 0.008 0.013 0.008
H 4.061352 -0.207276 -1.303578 0.003 0.004 -0.005
H 4.553984 -1.443813 0.294517 0.014 -0.002 0.000
H 5.097087 -4.951967 2.685965 0.000 0.003 0.003
H 2.658194 -4.994373 3.000533 0.001 -0.005 -0.006
H 6.998907 -5.169477 1.322092 0.013 0.001 -0.007
H 7.237467 -4.285683 2.838267 -0.016 -0.003 0.000
H 8.382130 -4.093513 1.518733 0.001 0.000 0.002
H 6.466435 -3.832155 -0.842247 0.001 0.000 0.006
H 7.894527 -2.861434 -0.484103 0.001 0.008 -0.001
H 6.354398 -2.062756 -0.767342 -0.008 0.005 0.003
H 6.807782 -1.799742 2.956680 -0.001 0.002 0.001
H 6.473631 -0.879496 1.485879 0.011 0.010 -0.003
H 8.066113 -1.607701 1.729347 -0.001 0.003 -0.001
C -3.893119 -3.765865 -0.949747 -0.001 0.045 0.019
C -2.916929 -2.819790 -0.283035 -0.014 0.014 -0.058
O -1.883322 -3.397467 0.157667 -0.068 0.058 -0.077
N -3.069471 -1.498896 -0.154923 0.010 -0.021 -0.059
Te -4.437231 -0.675522 -1.324077 0.019 0.044 -0.052
C -5.838106 0.281939 -0.043823 0.015 -0.123 0.122
C -6.292059 -0.393286 1.097772 0.018 0.050 0.036
C -5.895211 -1.804752 1.441687 0.021 -0.025 0.025
C -7.202129 0.254640 1.923244 -0.018 0.019 -0.039
C -7.690798 1.523323 1.633467 0.006 -0.027 0.019
C -8.660449 2.210258 2.550251 0.005 -0.001 0.003
C -7.279042 2.124789 0.451404 -0.001 -0.003 -0.027
C -6.372060 1.523754 -0.413785 0.005 0.022 -0.050
C -6.080717 2.221398 -1.719464 0.069 -0.016 0.022
C -3.161622 0.945657 -1.793753 -0.126 0.002 -0.037
C -2.539741 1.752931 -0.837638 0.025 0.088 0.053
C -2.866591 1.698327 0.627909 -0.113 -0.170 -0.009
C -1.735035 2.805269 -1.267683 0.028 0.009 -0.013
C -1.505588 3.058904 -2.611934 -0.033 -0.014 0.007
C -0.636444 4.197401 -3.058496 -0.005 0.000 -0.007
C -2.126738 2.227053 -3.540888 -0.014 0.023 0.020
C -2.955969 1.176563 -3.162858 -0.007 0.049 -0.064
C -3.601725 0.346936 -4.246268 0.010 -0.009 0.018
H -3.677875 -4.778637 -0.622079 -0.007 0.002 0.012
H -3.745557 -3.730992 -2.032118 0.007 0.008 0.000
H -4.934547 -3.533455 -0.740842 -0.063 0.020 0.008
H -4.814518 -1.948988 1.485288 -0.039 -0.004 -0.037
H -6.296765 -2.500676 0.701366 0.024 -0.038 0.003
H -6.318425 -2.096166 2.401105 -0.035 0.000 0.007
H -7.563495 -0.263524 2.804390 -0.004 -0.001 0.002
H -9.176288 1.496671 3.189978 -0.002 -0.001 -0.001
H -9.404766 2.770780 1.986514 0.000 -0.001 0.000
H -8.137709 2.919365 3.195410 0.001 0.001 -0.003
H -7.704413 3.081325 0.169217 0.002 -0.001 0.001
H -6.917198 2.868310 -1.976611 0.010 -0.004 -0.020
H -5.956875 1.520251 -2.547795 0.002 -0.023 -0.009
H -5.185819 2.844162 -1.674720 0.029 -0.011 0.024
H -1.540913 2.053296 2.129281 0.011 0.056 -0.082
H -3.763806 1.125791 0.834801 0.047 -0.032 -0.030
H -3.063883 2.720605 0.947902 -0.101 -0.036 0.059
H -1.278218 3.454374 -0.527553 -0.003 0.002 -0.002
H -0.144147 4.678405 -2.215486 0.001 0.000 0.003
H -1.230215 4.949067 -3.580633 0.004 0.000 -0.001
H 0.129764 3.850733 -3.752531 0.004 0.000 -0.002
H -1.972349 2.410858 -4.598128 0.005 0.004 -0.002
H -3.336553 0.736256 -5.226504 0.005 -0.007 -0.005
H -4.691680 0.357498 -4.180137 0.010 0.007 0.001
H -3.279507 -0.696203 -4.208078 -0.008 -0.002 0.004

=====

114
Properties=species:S:1:pos:R:3:forces:R:3 method="wB97M-V/def2-TZVPD" homo_lumo_gap_ev=8.04 e_lumo_ev=-2.900 spin_multiplicity=1 de_lowest_kj_mol=99.1 total_charge=+1 fmax_ha_per_bohr=0.060 total_energy_ev=-72019.8533
Ta 1.118557 -1.194546 -0.058799 -2.405 0.892 0.419
N 0.885939 -3.062893 -1.651323 1.988 -0.270 0.789
C 1.041203 -4.415982 -1.056414 -0.036 0.479 1.091
C 0.332479 -4.324904 0.293812 -0.340 0.900 -0.350
N 0.969182 -3.239805 1.101054 -2.011 0.606 -0.784
C 2.155418 -3.693933 1.743383 1.762 -0.919 2.244
C 3.513879 -3.200932 1.139044 -1.096 0.265 -0.309
N 3.141932 -2.236712 0.000936 2.908 -0.372 -0.899
H 1.623252 -2.758141 -2.312309 -0.838 -0.594 0.180
H -0.015277 -2.976412 -2.048177 -1.112 0.399 -0.755
H 0.603507 -5.281321 -1.526601 -0.300 0.119 -1.092
H 2.095458 -4.674251 -0.933579 0.012 0.243 0.084
H -0.754393 -4.037250 0.138867 1.238 -0.542 0.140
H 0.421512 -5.263674 0.837737 -0.344 -0.095 0.013
H 0.285849 -3.027350 1.834392 0.207 0.280 -0.136
H 2.165874 -3.307897 2.796705 -0.201 -0.540 -0.845
H 2.015256 -4.805034 1.775461 1.067 0.775 0.262
H 4.149644 -2.757488 1.913576 -0.550 0.516 -0.261
H 4.127235 -4.026081 0.816452 -0.051 -0.324 -0.807
H 3.829751 -1.442806 -0.080520 -0.778 -0.729 0.918
H 3.412715 -2.659501 -0.904460 -0.591 -0.260 0.546
C -5.133207 0.082047 -0.641693 -1.254 -0.454 1.381
C -4.280259 1.209659 -0.152849 0.199 0.067 0.305
C -5.096419 2.483276 -0.030176 0.185 -0.240 -0.396
O -3.532755 0.901113 1.062708 -1.007 -0.149 -0.911
C -2.430094 0.133116 0.608274 0.068 0.295 0.679
C -2.057037 0.866093 -0.669694 0.462 -0.600 -0.629
O -3.287267 1.428489 -1.133457 1.486 -0.008 -0.030
C -1.424684 -0.018968 -1.789888 -0.852 0.257 0.535
O -0.331107 -0.730995 -1.219461 1.025 0.299 -0.935
C -0.940595 0.898251 -2.916385 -0.248 -0.262 1.074
C -1.270591 2.226679 -3.157192 -1.704 0.000 1.560
C -0.661086 2.966967 -4.155973 -1.213 0.832 0.353
C 0.210810 2.355982 -4.996655 1.370 -0.713 -0.822
C 0.559208 1.032511 -4.728817 0.240 -0.195 -0.198
C -0.018657 0.299622 -3.692627 1.843 -0.047 -2.055
C -2.346846 -1.119432 -2.333675 -0.090 -0.489 0.934
C -2.479733 -2.345151 -1.652045 -0.305 0.199 -0.442
C -3.316566 -3.354222 -2.156437 1.637 -0.636 0.499
C -3.881520 -3.242443 -3.405230 -0.143 0.547 0.947
C -3.809837 -2.006488 -4.006609 -0.829 -0.020 -1.173
C -3.083874 -0.959564 -3.485017 0.414 0.223 -0.151
C -1.430141 -0.016544 1.759818 1.167 0.755 0.219
O -0.237492 -0.767970 1.179760 -0.649 0.692 1.092
C -2.038278 -0.978418 2.814797 0.408 -0.798 0.149
C -2.114869 -2.369444 2.515745 0.464 0.573 -1.463
C -2.607811 -3.246718 3.455557 -0.191 -1.201 0.326
C -2.965398 -2.837801 4.754717 0.169 -1.015 -1.378
C -2.875324 -1.513038 5.040790 0.305 -0.005 -0.586
C -2.461528 -0.602230 4.097673 0.506 0.978 -1.697
C -0.904435 1.345528 2.317133 1.280 -0.197 1.965
C 0.034378 1.340489 3.445059 -1.653 -0.049 -2.296
C 0.612272 2.520288 3.875847 0.263 -0.799 0.255
C 0.331696 3.736855 3.251338 0.057 -0.623 0.666
C -0.622714 3.794746 2.283460 -0.290 -1.120 0.572
C -1.236774 2.615337 1.870621 -1.419 0.209 -2.053
H -5.933671 -0.043994 0.128310 0.303 -0.107 -0.783
H -4.627915 -0.864765 -0.763914 0.323 -0.164 0.050
H -5.557172 0.366528 -1.596481 -0.190 0.012 -0.112
H -5.496324 2.592209 0.940990 -0.533 -0.144 1.237
H -5.957916 2.448070 -0.724977 0.728 0.305 0.167
H -4.436011 3.334155 -0.164358 -0.118 0.160 -0.395
H -2.677309 -0.904933 0.462240 -0.689 -0.375 -0.740
H -1.327620 1.658164 -0.452766 -0.139 -0.126 -0.127
H -2.126852 2.589612 -2.536350 1.094 0.302 -0.676
H -0.903206 4.017080 -4.312175 -0.177 -0.247 0.135
H 0.654640 2.887538 -5.855275 -0.175 -0.317 0.634
H 1.329972 0.575133 -5.320970 0.116 -0.248 -0.369
H 0.292101 -0.726924 -3.519389 -0.064 0.208 -0.090
H -1.894612 -2.488318 -0.752083 -0.248 -0.088 0.080
H -3.354226 -4.343667 -1.692607 -0.026 0.439 0.273
H -4.390320 -4.105591 -3.777489 -0.406 -0.049 -0.568
H -4.361788 -1.849500 -4.923425 0.130 0.045 -0.180
H -2.981381 -0.036179 -4.027443 -0.262 0.215 -0.171
H -1.794975 -2.766294 1.475545 -0.686 0.779 1.848
H -2.708610 -4.316789 3.200017 0.106 0.658 0.114
H -3.317047 -3.584657 5.451230 0.041 0.119 0.173
H -3.049970 -1.154673 5.997535 -0.634 0.563 1.695
H -2.482884 0.456492 4.321726 0.190 -0.005 0.178
H 0.237753 0.363638 3.852171 0.372 0.035 0.426
H 1.304046 2.449690 4.716749 -0.083 0.231 -0.278
H 0.825543 4.614997 3.574922 0.408 0.769 0.354
H -1.002313 4.715158 1.921228 -0.023 0.755 -0.487
H -2.001490 2.815666 1.072706 0.664 -0.712 0.966
B 3.619085 -0.817303 4.119144 -1.215 0.184 -0.067
C 2.834625 -0.714927 2.734191 0.501 0.095 1.426
N 2.229618 -0.773254 1.759399 -0.424 0.142 -0.786
H 3.566650 0.300292 4.634074 0.269 -0.540 -0.209
H 4.680158 -1.283706 3.835492 0.462 0.036 0.051
H 2.910334 -1.631577 4.740808 0.339 0.339 -0.251
C 1.411142 4.416082 -1.557057 0.818 0.514 -0.603
C 2.734456 4.411285 -0.760330 0.343 0.176 0.097
C 3.305909 2.987112 -0.650893 -0.837 -1.840 0.323
C 4.657173 2.899043 0.120771 -2.482 0.339 1.166
C 5.162911 1.541660 0.427807 2.038 -0.522 1.892
C 3.610780 2.499652 -2.058027 -0.664 1.083 -0.231
O 4.121816 3.237203 -2.850307 0.645 -0.065 -0.575
N 3.214651 1.227893 -2.467982 0.598 2.093 1.481
C 2.599568 0.372556 -1.674597 0.010 0.783 0.083
O 2.479922 -0.795731 -2.052017 -1.029 -2.420 0.171
N 2.088524 0.704609 -0.498367 0.097 0.567 0.393
C 2.260597 2.019850 0.034458 -0.752 0.389 1.626
O 1.628270 2.330968 1.034252 1.494 -0.403 -2.012
H 1.171093 5.405447 -1.938039 -0.054 0.332 0.416
H 0.605928 4.066716 -0.950461 -0.682 -0.278 0.405
H 1.426553 3.849400 -2.504365 0.332 -0.272 0.551
H 2.670567 4.926239 0.238707 -0.247 -0.854 -0.840
H 3.530836 4.940891 -1.289280 -0.277 0.198 -0.141
H 4.419945 3.372748 1.083998 0.292 0.113 -0.178
H 5.361435 3.479149 -0.385016 1.127 1.053 -0.886
H 4.446519 0.977260 1.021063 -0.048 -0.041 0.237
H 6.102234 1.716768 1.115565 -1.659 -0.761 -1.414
H 5.437846 0.911808 -0.412996 0.268 0.124 -0.340
H 3.459971 0.983315 -3.374313 0.480 -0.713 -1.887